# 1
{"formula": "C5H11N3", "method": "ωB97M-V/def2-TZVPD", "lumo_ev": 0.8, "gap_ev": 9.6, "smiles": "CN=C=NC.C=NC", "elements": ["C", "C", "C", "C", "C", "N", "N", "N", "H", "H", "H", "H", "H", "H", "H", "H", "H", "H", "H"], "xyz": [[2.715931, -0.064288, 1.384223], [-1.452041, -0.142391, -0.047345], [-0.829180, 2.128525, 0.686315], [-1.794421, -2.511460, -0.576917], [2.030278, 0.598408, -0.752195], [-1.340266, 1.084479, -0.162598], [-2.051198, -1.202628, -0.033308], [1.868034, 0.476338, 0.638677], [2.678266, -0.260824, 2.466209], [3.570336, -0.587603, 0.948134], [0.032102, 1.879914, 1.271609], [-1.568493, 2.598445, 1.221543], [-0.646909, 2.865504, -0.068707], [-2.083933, -3.095421, 0.299697], [-0.642834, -2.575521, -0.819816], [-2.332757, -2.553052, -1.547775], [2.390267, 1.587496, -1.078906], [1.121994, 0.291491, -1.180183], [2.803667, -0.137974, -1.011830]], "atomic_forces_ev_per_a": [[0.6, -1.3, -0.5], [-1.5, 2.0, -0.1], [1.0, -0.5, -2.3], [2.5, 1.3, -0.2], [2.3, -0.9, -0.2], [0.1, -2.3, 0.4], [0.4, 0.7, -0.1], [-0.9, 1.2, 2.8], [-0.7, 0.7, -0.3], [0.5, 0.1, -0.3], [0.4, -0.2, 0.2], [-2.1, 0.5, 1.8], [1.1, 1.0, 0.0], [0.0, -1.2, -1.1], [-2.1, -0.5, 0.5], [0.0, -0.8, 0.9], [-0.6, -0.2, 0.3], [-1.2, 0.1, -1.0], [0.2, 0.1, -0.7]]}

---

# 2
{"formula": "C8H14LiO8S", "method": "ωB97M-V/def2-TZVPD", "charge": -1, "lumo_ev": 1.8, "gap_ev": 4.5, "elements": ["Li", "S", "O", "O", "O", "O", "C", "O", "H", "H", "H", "H", "C", "O", "H", "H", "H", "H", "C", "C", "C", "C", "C", "C", "O", "O", "H", "H", "H", "H", "H", "H"], "xyz": [[-0.490594, 1.181250, 0.779250], [-2.805594, 3.567250, 0.487250], [-2.958594, 3.807250, -0.930750], [-1.726594, 2.500250, 0.704250], [-2.454594, 4.793250, 1.209250], [-4.146594, 3.125250, 0.996250], [1.086406, 1.902250, 3.054250], [1.172406, 1.199250, 1.868250], [1.104406, 1.371250, 3.979250], [0.202406, 2.419250, 3.195250], [2.085406, 2.583250, 2.980250], [2.016406, 1.482250, 1.633250], [-0.695594, -1.731750, 1.970250], [-1.496594, -0.844750, 1.174250], [-1.167594, -2.631750, 2.189250], [-0.431594, -1.277750, 2.826250], [0.324406, -2.150750, 1.514250], [-1.926594, -1.472750, 0.479250], [-0.101594, -0.583750, -2.679750], [0.049406, -1.819750, -3.202750], [1.224406, -2.679750, -2.727750], [2.026406, -2.198750, -1.718750], [1.670406, -1.011750, -1.168750], [0.657406, -0.134750, -1.698750], [0.436406, 1.012250, -1.028750], [1.170406, -3.933750, -3.180750], [-0.820594, 0.012250, -3.136750], [-0.556594, -2.234750, -3.949750], [2.717406, -2.840750, -1.448750], [2.334406, -0.920750, -0.149750], [-0.040594, 1.852250, -1.408750], [1.541406, -4.340750, -2.609750]], "atomic_forces_ev_per_a": [[-0.9, 0.4, -0.1], [-3.1, 0.5, 1.5], [0.9, -0.1, -2.0], [0.6, -0.5, 0.1], [1.2, 0.1, 0.3], [1.4, -0.9, 0.1], [3.6, 2.3, 1.2], [-1.8, -1.7, -0.2], [0.7, -1.4, 0.5], [-1.8, 1.8, -0.7], [-2.7, -0.8, 1.2], [1.8, -0.1, -1.9], [1.9, -1.1, -3.8], [-0.1, -2.6, -1.6], [-1.5, -1.5, 0.5], [0.8, 1.9, 3.0], [-1.8, 1.4, 0.2], [1.0, 2.2, 1.6], [-1.2, -0.9, -2.4], [4.8, -3.1, 1.6], [-5.4, 4.0, -1.6], [-4.2, 0.8, -3.3], [1.6, 2.2, 3.2], [3.2, -0.5, 3.6], [-0.7, 3.1, 0.5], [-6.3, 7.1, -11.2], [-1.4, 1.2, -0.3], [-0.8, -0.4, -0.9], [3.7, -2.5, 2.2], [-2.0, 1.1, -2.5], [0.8, -2.6, 0.4], [7.5, -9.3, 11.0]]}

---

# 3
{"formula": "C18H32N2O6", "method": "ωB97M-V/def2-TZVPD", "lumo_ev": 0.4, "gap_ev": 9.5, "smiles": "CCOC(=O)CNC(=O)[C@@H]1CCCN(C(=O)[C@@H](O)[C@@H](OC)C(C)C)CC1", "elements": ["C", "C", "O", "C", "O", "C", "N", "C", "O", "C", "C", "C", "C", "N", "C", "O", "C", "O", "C", "O", "C", "C", "C", "C", "C", "C", "H", "H", "H", "H", "H", "H", "H", "H", "H", "H", "H", "H", "H", "H", "H", "H", "H", "H", "H", "H", "H", "H", "H", "H", "H", "H", "H", "H", "H", "H", "H", "H"], "xyz": [[-4.720069, 7.458248, 5.091086], [-4.197586, 8.322243, 3.971516], [-3.479540, 7.461010, 3.059342], [-2.939802, 8.069354, 1.992592], [-3.025322, 9.247792, 1.779872], [-2.206884, 7.119041, 1.076163], [-2.182800, 5.758383, 1.556823], [-1.691483, 4.765743, 0.775299], [-1.233755, 5.005649, -0.333061], [-1.715072, 3.376544, 1.385610], [-0.327096, 3.002055, 1.948775], [0.895274, 3.277069, 1.070272], [0.839081, 2.665615, -0.342592], [-0.119449, 1.576377, -0.487977], [0.067189, 0.310245, -0.020076], [-0.844125, -0.493022, 0.062233], [1.497993, -0.090534, 0.327062], [1.443070, -1.135547, 1.269591], [2.285183, -0.484206, -0.934575], [3.569178, -0.943751, -0.518189], [4.522310, 0.088192, -0.388532], [1.639854, -1.538770, -1.834343], [1.464217, -2.901287, -1.166285], [2.457762, -1.668686, -3.118194], [-1.488970, 1.975254, -0.804469], [-2.305222, 2.322598, 0.436491], [-5.270545, 8.074963, 5.801441], [-5.394039, 6.691548, 4.709691], [-3.902310, 6.972196, 5.622821], [-4.997817, 8.814182, 3.419424], [-3.512999, 9.092116, 4.326398], [-2.681519, 7.172273, 0.093877], [-1.198040, 7.514767, 0.941576], [-2.617537, 5.553753, 2.439334], [-2.389059, 3.407830, 2.247932], [-0.178962, 3.541719, 2.887755], [-0.362345, 1.940586, 2.210163], [1.042998, 4.353898, 0.966517], [1.767124, 2.897034, 1.610122], [0.530592, 3.434981, -1.045961], [1.830832, 2.334987, -0.650411], [2.006488, 0.769529, 0.777670], [2.357380, -1.367834, 1.469910], [2.415254, 0.422716, -1.542413], [5.451192, -0.367235, -0.051392], [4.694763, 0.585857, -1.349083], [4.217813, 0.843824, 0.345787], [0.647805, -1.155639, -2.092441], [2.421615, -3.269423, -0.792867], [0.760198, -2.852638, -0.339512], [1.092871, -3.619487, -1.899961], [3.455480, -2.051357, -2.896473], [1.977393, -2.362918, -3.808713], [2.565416, -0.708153, -3.628136], [-1.435238, 2.826313, -1.479302], [-1.971693, 1.143069, -1.314656], [-2.440575, 1.405727, 1.014168], [-3.298692, 2.647437, 0.114069]], "atomic_forces_ev_per_a": [[0.0, 0.0, 0.0], [0.0, 0.0, 0.0], [0.0, 0.0, 0.0], [0.0, 0.0, 0.0], [0.0, 0.0, 0.0], [0.0, 0.0, 0.0], [0.0, 0.0, 0.0], [0.0, 0.0, 0.0], [0.0, 0.0, 0.0], [0.0, 0.0, 0.0], [0.0, 0.0, 0.0], [0.0, 0.0, 0.0], [0.0, 0.0, 0.0], [0.0, 0.1, 0.0], [0.0, -0.1, -0.1], [0.0, 0.0, 0.0], [0.0, 0.1, 0.1], [0.0, 0.1, 0.1], [0.0, 0.0, 0.0], [0.0, 0.0, 0.0], [0.0, 0.0, 0.0], [0.0, 0.0, 0.0], [0.0, 0.0, 0.0], [0.0, 0.0, 0.0], [0.0, 0.0, 0.0], [0.0, 0.0, 0.0], [0.0, 0.0, 0.0], [0.0, 0.0, 0.0], [0.0, 0.0, 0.0], [0.0, 0.0, 0.0], [0.0, 0.0, 0.0], [0.0, 0.0, 0.0], [0.0, 0.0, 0.0], [0.0, 0.0, 0.0], [0.0, 0.0, 0.0], [0.0, 0.0, 0.0], [0.0, 0.0, 0.0], [0.0, 0.0, 0.0], [0.0, 0.0, 0.0], [0.0, 0.0, 0.0], [0.0, 0.0, 0.0], [0.0, 0.0, 0.0], [0.0, -0.1, -0.1], [0.0, 0.0, 0.0], [0.0, 0.0, 0.0], [0.0, 0.0, 0.0], [0.0, 0.0, 0.0], [0.0, 0.0, 0.0], [0.0, 0.0, 0.0], [0.0, 0.0, 0.0], [0.0, 0.0, 0.0], [0.0, 0.0, 0.0], [0.0, 0.0, 0.0], [0.0, 0.0, 0.0], [0.0, 0.0, 0.0], [0.0, 0.0, 0.0], [0.0, 0.0, 0.0], [0.0, 0.0, 0.0]]}

---

# 4
{"formula": "C18H24FNO4SiTc", "method": "ωB97M-V/def2-TZVPD", "spin_multiplicity": 4, "charge": 2, "lumo_ev": [-7.3, -8.1], "gap_ev": [7.8, 7.0], "elements": ["Tc", "C", "C", "C", "C", "C", "C", "C", "F", "C", "C", "C", "O", "C", "C", "N", "C", "C", "O", "O", "H", "H", "H", "H", "H", "H", "H", "H", "H", "H", "H", "O", "H", "H", "C", "Si", "C", "C", "C", "H", "H", "H", "H", "H", "H", "H", "H", "H", "H", "H"], "xyz": [[0.482606, -0.769476, -2.635591], [-0.534515, 4.467245, 2.453862], [0.279047, 3.307314, 2.999360], [-0.301880, 2.768246, 4.292316], [0.556763, 1.644731, 4.838325], [0.708850, 0.562688, 3.810988], [0.932616, -0.740471, 4.181606], [1.064726, -1.748212, 3.220985], [1.277832, -2.987219, 3.642045], [0.972429, -1.497220, 1.883866], [0.744566, -0.172708, 1.474399], [0.648009, 0.156890, 0.089823], [0.760912, -0.854266, -0.774138], [0.443458, 1.466175, -0.292968], [0.319220, 2.435022, 0.711138], [0.387402, 2.166143, 1.994839], [0.611675, 0.857074, 2.432056], [0.380442, 1.985034, -1.686004], [0.210068, 3.129472, -1.957091], [0.621506, 1.071906, -2.682618], [-0.683622, 5.174648, 3.268306], [-1.518855, 4.140909, 2.114175], [-0.036969, 5.017003, 1.657335], [1.312479, 3.621434, 3.169503], [-1.328498, 2.431934, 4.121555], [-0.348223, 3.591870, 5.003446], [0.129049, 1.226613, 5.748323], [1.546356, 2.029274, 5.103532], [1.004849, -1.008763, 5.228185], [1.072032, -2.297517, 1.166828], [0.155821, 3.458578, 0.413324], [2.735535, -1.022846, -3.175815], [3.201522, -0.503354, -3.846239], [3.412646, -1.390160, -2.591756], [-0.195181, -3.594703, -2.364810], [-1.420492, -2.636445, -3.421164], [-3.083568, -3.372940, -3.704138], [-0.453532, -2.101288, -4.964827], [-1.497658, -0.954023, -2.556241], [0.039946, -4.567262, -2.801308], [-0.564570, -3.740130, -1.348650], [0.802931, -3.117326, -2.262916], [-3.021549, -4.332277, -4.220746], [-3.697925, -2.701368, -4.304968], [-3.582237, -3.535900, -2.747226], [-0.092207, -2.942849, -5.559480], [0.498895, -1.535464, -4.794460], [-1.052754, -1.451919, -5.605216], [-1.910158, -0.936904, -1.545312], [-1.989796, -0.197189, -3.176437]], "atomic_forces_ev_per_a": [[0.2, -0.8, 0.0], [0.0, 0.0, 0.0], [0.0, -0.1, -0.1], [0.0, 0.0, 0.0], [0.0, 0.0, 0.0], [0.0, 0.0, -0.1], [0.0, 0.0, 0.0], [0.0, 0.0, 0.1], [0.0, 0.0, 0.0], [0.0, 0.0, 0.0], [0.0, 0.1, 0.0], [0.0, -0.2, -0.1], [0.1, 0.3, 0.3], [0.0, 0.1, 0.2], [0.0, -0.1, 0.0], [0.0, 0.0, 0.1], [0.0, 0.1, 0.0], [0.2, 0.0, -0.4], [-0.1, 0.0, 0.1], [0.0, 0.4, 0.0], [0.0, 0.0, 0.0], [0.0, 0.0, 0.0], [0.0, 0.0, 0.0], [0.0, 0.0, 0.0], [0.0, 0.0, 0.0], [0.0, 0.0, 0.0], [0.0, 0.0, 0.0], [0.0, 0.0, 0.0], [0.0, 0.0, 0.0], [0.0, 0.0, 0.0], [0.0, 0.0, 0.0], [0.1, 0.0, 0.0], [0.0, 0.0, 0.0], [0.0, 0.0, 0.0], [0.1, 0.2, 0.1], [-0.3, 0.1, -0.2], [0.1, -0.2, -0.1], [0.1, 0.2, 0.0], [-0.5, 0.1, 0.1], [0.0, 0.0, 0.0], [0.0, 0.0, 0.0], [0.0, -0.1, 0.0], [0.0, 0.0, 0.0], [0.0, 0.0, 0.0], [0.0, 0.0, 0.0], [0.0, 0.0, 0.0], [0.0, 0.0, -0.1], [0.0, 0.0, 0.0], [0.0, 0.0, 0.0], [0.0, 0.0, 0.0]]}

---

# 5
{"formula": "Cl2O8Tl", "method": "ωB97M-V/def2-TZVPD", "charge": 1, "lumo_ev": -9.9, "gap_ev": 6.0, "elements": ["Tl", "Cl", "O", "O", "O", "O", "Cl", "O", "O", "O", "O"], "xyz": [[3.177259, 0.324830, 1.310841], [0.336274, 0.174513, -1.724586], [-0.303841, 1.324952, -1.079705], [1.085349, 0.697080, -2.815090], [1.168278, -0.417868, -0.715851], [-0.619841, -0.773580, -2.161519], [-0.949672, -0.291594, 1.535696], [-1.908294, -1.330629, 1.685168], [-1.335028, 0.929921, 2.139051], [0.424468, -0.588933, 1.769767], [-1.074952, -0.048692, 0.056228]], "atomic_forces_ev_per_a": [[-0.2, -0.1, -0.1], [3.3, -4.9, -2.7], [-2.0, 1.5, 2.4], [-0.7, 0.8, 0.8], [0.9, 0.5, -0.7], [-0.1, 0.8, -0.2], [0.2, 2.0, 3.3], [1.2, 0.2, -0.5], [0.2, -0.7, 0.0], [-0.8, -0.7, 0.4], [-2.1, 0.6, -2.7]]}

---

Taking the records one at a time from the top gives relative energy (zero: lowest compared OMol25 entry of this formula, charge and spin) values of 341.44 200.93 17.11 0.00 0.00 kJ/mol.